# 1
C36H48FInN6O13P2SSi as an isolated structure. Source: the OMol25 dataset; level of theory: the ωB97M-V functional and the def2-TZVPD basis.

ORCA input file:
```
! wB97M-V def2-TZVPD RIJCOSX def2/J DEFGRID3
* xyz 0 1
O 0.3626 -1.9923 0.4627
H 2.4797 5.6826 -1.1563
H 1.3974 2.0983 5.0118
O 2.2521 1.1145 0.5960
H 6.4341 -3.0782 0.0659
N 1.6244 3.0849 -2.8487
O 1.7216 -1.4443 2.5628
H 2.3966 -5.7159 0.5159
N 1.9858 5.1457 -1.8557
C -1.1511 4.9641 -0.4399
H -0.2389 -1.1221 4.4739
C -4.3783 -3.8236 -1.0882
C 0.1442 3.1924 0.4755
C 0.7396 3.6977 -3.7185
C -1.7992 4.0106 -1.2062
H 0.9259 2.8288 1.1218
H 3.3862 3.2599 0.7530
C -2.9940 0.0872 -0.0970
C -2.2749 1.6401 -1.8336
H -1.4071 6.0119 -0.5304
H 4.0722 1.3495 -1.1516
H -1.2008 -6.0900 -0.5422
H 1.6488 -5.3101 -1.8279
H 0.3525 5.2274 1.0876
H -5.2980 -4.3017 -0.7737
H -1.6630 0.8337 -2.2183
C 1.0233 5.8385 -2.5920
O 0.2227 0.0042 -2.1592
H 1.4196 -3.5750 -1.6291
C 1.7313 2.3395 4.0029
N 5.5056 -1.2622 -0.3161
C -1.1999 -3.4677 2.2628
H 4.6723 -3.1522 -0.1563
H -4.7536 -1.1084 -0.1003
C 0.5620 0.8303 -3.0879
C 1.8582 1.6313 -2.8975
Si -0.5528 -3.3444 0.4850
H 0.2762 3.0432 -4.4431
O -0.0714 0.9683 -4.1227
C -2.2340 -3.3933 4.8861
C 1.7600 -4.8800 0.8277
F -0.4575 5.5610 -4.4350
N 4.7913 0.6461 -1.1169
H -5.1811 -3.1511 -2.9615
C -3.2612 -3.8530 -0.2604
H 0.8739 2.6949 3.4298
C 4.4497 -0.6263 -0.8184
N -0.4517 2.2684 -0.2845
C 0.4330 4.9930 -3.6164
C 6.6267 -0.3627 -0.0760
H -0.4088 -6.5195 0.9788
C -3.1259 -2.5722 -2.7102
C 6.1034 0.9927 -0.5725
O 3.1975 3.3465 -1.2062
H 6.8584 -0.3430 0.9890
H 4.0309 0.2299 3.7389
H -2.5811 4.2946 -1.8981
H -2.6320 -3.3668 5.8924
H -1.6554 -5.4530 4.9932
C 0.9335 -4.5437 -1.5094
H -1.1019 -2.1298 -2.2121
H -3.7868 -1.2271 1.3755
H 1.2566 -1.8216 1.7303
H -3.3359 -4.3481 0.7026
C 2.3461 1.0881 3.3816
S 2.9456 -1.3618 -1.1022
H 6.7391 1.4218 -1.3465
C -1.1856 -4.5949 3.0833
C -1.4513 2.6699 -1.0918
C -2.2630 -2.2539 4.0895
H 2.3471 -3.9628 0.7453
C 5.4878 -2.5775 0.2729
H -2.6976 -1.3356 4.4707
O -1.8358 -0.2767 0.0902
H -0.7633 -5.5226 2.7230
O 3.4718 2.9634 1.6804
H -3.0622 -2.0695 -3.6678
C 2.3277 3.8175 -1.9292
C 0.5100 -4.8109 -0.0564
H 0.3609 -6.9081 -0.5493
H -4.7873 0.2163 1.0799
In 0.5786 -0.0127 -0.1007
O 3.2852 0.5342 4.2864
P 3.2102 1.3810 1.7540
H 1.5098 -5.0294 1.8817
O 0.7558 6.9923 -2.3551
O 4.4682 0.6022 1.8599
C -1.7446 -2.2930 2.8007
H 2.4775 3.1300 4.0520
H 0.0786 -4.5878 -2.1878
H 7.5040 -0.7031 -0.6309
H 2.5307 1.3824 -3.7213
H 5.9999 1.6978 0.2507
C -0.2363 -6.1496 -0.0318
H -2.7733 2.1160 -2.6759
H 2.3387 1.3620 -1.9665
C -4.3136 -3.1776 -2.3136
C -2.0595 -3.2518 -0.6383
C -0.1746 4.5382 0.4424
H -1.7492 -1.3915 2.1972
H 5.3441 -2.5004 1.3542
C -1.6905 -4.5618 4.3793
C -2.0125 -2.6184 -1.8843
O 0.0443 0.3994 2.0492
P 1.0390 -0.1291 3.0522
O 0.4013 -0.3905 4.4735
C -4.1563 -0.5441 0.6176
H -4.2554 1.3453 -1.0744
N -3.2963 1.0620 -0.9744
*
```

## Properties
total energy: -4368.2237 a.u.
LUMO: -0.0063 Eh
ΔE to the lowest compared entry with this formula, charge and spin: 0.0 kcal per mole
frontier orbital gap: 8.110 eV

# 2
C15H15N3O3Sn as an isolated structure. Source: the OMol25 dataset; level of theory: the ωB97M-V functional and the def2-TZVPD basis.

ORCA input file:
```
! wB97M-V def2-TZVPD RIJCOSX def2/J DEFGRID3
* xyz 4 1
C -2.0479 -2.5711 1.1747
C -3.9256 -0.1774 3.7698
H -2.5943 4.8749 -2.6175
N -3.1004 0.2181 1.3037
Sn -1.4594 0.2345 -0.2585
H 2.6342 2.7375 0.9082
H 3.0980 -2.2148 0.9881
H -0.9324 4.3479 -3.0762
H -1.5974 -4.5652 -2.9556
C -0.8897 -2.8054 -1.9975
C 2.8154 -0.5180 2.2292
C 3.5016 -0.3960 -0.1022
C -0.6162 -4.0611 -2.7034
C 3.1341 1.7537 1.0112
H -4.1748 0.8140 4.1824
H -4.8178 -0.8185 3.8168
H -3.1228 -0.6431 4.3596
O -1.9289 -3.7168 1.1357
H 3.7180 -0.9604 -1.0237
C -2.1721 2.8789 -2.2111
N -2.3260 1.9604 -1.4987
C 2.7555 0.9170 2.3467
C 3.4870 0.9824 -0.1529
H 2.0578 1.4142 3.0286
C -1.9865 4.0552 -3.0387
O -0.3790 -0.3433 -4.3152
N -1.0186 -1.8008 -1.4029
H 2.5262 -1.0903 3.1166
H 3.6701 1.5109 -1.0902
C -0.7541 0.2566 -3.4035
H -0.0735 -3.8710 -3.6528
C 3.1698 -1.1294 1.0586
C -3.4877 0.0171 2.3960
C 4.0549 1.6391 2.1635
O 5.1059 1.9538 2.6613
H -2.3225 3.8607 -4.0675
H -0.0009 -4.7442 -2.0824
*
```

## Properties
total energy: -1183.0561 a.u.
LUMO: -0.6530 Eh
ΔE to the lowest compared entry with this formula, charge and spin: 10.7 kcal per mole
frontier orbital gap: 4.425 eV

# 3
An isolated ion of composition C2H8NO and charge +1. Source: the OMol25 dataset; level of theory: the ωB97M-V functional and the def2-TZVPD basis.

ORCA input file:
```
! wB97M-V def2-TZVPD RIJCOSX def2/J DEFGRID3
* xyz 1 1
C 0.0368 -0.5053 0.3787
O 0.1171 -0.2241 -1.9258
H 1.8226 0.0086 -0.6864
H 0.6118 1.3730 -0.7040
H -1.0756 -0.1471 2.0724
H -0.6062 -1.3410 -0.1444
C 0.7672 0.2352 -0.7569
H 0.7714 -1.0028 1.0361
N -0.8617 0.3470 1.1606
H -1.8300 0.5978 0.6776
H -0.3932 1.2468 1.5838
H 0.6399 -0.5880 -2.6917
*
```

## Properties
total energy: -210.7004 a.u.
LUMO: -0.1513 Eh
ΔE to the lowest compared entry with this formula, charge and spin: 33.1 kcal per mole
frontier orbital gap: 10.691 eV

# 4
One molecule with the formula C7H13N3. Source: the OMol25 dataset; level of theory: the ωB97M-V functional and the def2-TZVPD basis.

ORCA input file:
```
! wB97M-V def2-TZVPD RIJCOSX def2/J DEFGRID3
* xyz 0 1
H 0.2939 0.5903 -2.8079
H -0.2340 -2.1212 1.6972
H -0.4037 -0.0142 3.1239
H 0.7061 2.3465 -0.3062
H -1.7193 0.1876 2.1048
C -0.6451 0.1029 2.0551
C 0.9288 -0.9977 0.3101
H 1.0565 1.4364 1.9719
C 0.8434 0.2123 -0.6503
C 0.1613 1.4443 -0.0592
C 0.5148 -0.2435 -2.0762
H 1.8357 -1.0163 0.8813
H -0.4578 2.2364 1.8857
C -0.3110 -1.1634 1.1525
H 1.8834 0.5736 -0.7931
C 0.0424 1.3411 1.5089
H 1.0296 -1.9399 -0.2745
H -0.8185 1.5767 -0.5407
H 1.3699 -0.8227 -2.5317
N -2.7038 -0.3321 -2.6300
H -1.1499 -1.4433 0.5338
N -1.6822 -0.7209 -2.3713
N -0.5409 -1.2330 -2.1839
*
```

## Properties
total energy: -438.7080 a.u.
LUMO: 0.0371 Eh
ΔE to the lowest compared entry with this formula, charge and spin: 48.0 kcal per mole
frontier orbital gap: 10.314 eV

What did the third record say?
An isolated ion of composition C2H8NO and charge +1. Source: the OMol25 dataset; level of theory: the ωB97M-V functional and the def2-TZVPD basis.

ORCA input file:
```
! wB97M-V def2-TZVPD RIJCOSX def2/J DEFGRID3
* xyz 1 1
C 0.0368 -0.5053 0.3787
O 0.1171 -0.2241 -1.9258
H 1.8226 0.0086 -0.6864
H 0.6118 1.3730 -0.7040
H -1.0756 -0.1471 2.0724
H -0.6062 -1.3410 -0.1444
C 0.7672 0.2352 -0.7569
H 0.7714 -1.0028 1.0361
N -0.8617 0.3470 1.1606
H -1.8300 0.5978 0.6776
H -0.3932 1.2468 1.5838
H 0.6399 -0.5880 -2.6917
*
```

## Properties
total energy: -210.7004 a.u.
LUMO: -0.1513 Eh
ΔE to the lowest compared entry with this formula, charge and spin: 33.1 kcal per mole
frontier orbital gap: 10.691 eV

> What is the formula in the second record?

C15H15N3O3Sn

> Which value of ΔE to the lowest compared entry with this formula, charge and spin does entry 2 give?

10.7 kcal per mole